1 | Density functional theory data (wB97M-V/def2-TZVPD) for a cluster of 2 separate species, C3H11NO in total.

The calculation puts the molar mass at 77.13 g/mol. The HOMO energy comes out at -9.108 eV. The SMILES is NCO.CC.

Each line ends with the Mulliken charge.
Positions of all 16 atoms, in Å:
C  1.74  1.10  -0.27  -0.81
C  1.74  0.18  0.90  -0.69
H  1.43  2.10  0.05  0.23
H  1.12  0.75  -1.09  0.31
H  2.78  1.26  -0.67  0.27
H  0.71  0.14  1.43  0.18
H  1.97  -0.90  0.67  0.26
H  2.30  0.59  1.80  0.30
N  -0.76  -0.98  -0.73  -0.30
C  -1.94  -0.44  -0.36  -0.21
O  -2.72  -1.25  0.59  -0.54
H  -0.98  -1.81  -1.31  0.21
H  -0.04  -0.36  -1.12  0.05
H  -1.66  0.50  0.25  0.21
H  -2.57  -0.19  -1.44  0.21
H  -3.11  -0.70  1.30  0.32

2 | Density functional theory data (wB97M-V/def2-TZVPD) for a cluster of 2 separate species, C3H11NO in total.

The calculation puts the molar mass at 77.13 g/mol. The HOMO energy comes out at -8.666 eV. The SMILES is CN(C)C.O.

Each line ends with the Mulliken charge.
Positions of all 16 atoms, in Å:
C  0.43  -1.85  -1.48  -0.99
N  0.79  -0.59  -0.84  -0.09
C  0.80  0.50  -1.83  -0.89
C  -0.14  -0.31  0.26  -0.94
H  1.04  -2.09  -2.35  0.35
H  -0.61  -1.87  -1.85  0.36
H  0.57  -2.67  -0.81  0.36
H  1.57  1.23  -1.57  0.28
H  1.07  0.15  -2.81  0.34
H  -0.16  1.01  -1.84  0.29
H  -0.94  0.37  -0.05  0.28
H  0.44  0.20  1.02  0.31
H  -0.54  -1.19  0.73  0.35
H  -1.96  1.51  2.75  0.32
H  -0.64  2.12  3.16  0.32
O  -1.49  1.88  3.51  -0.64

Looking at the structures above, which would you pick as the most stable? I would pick 2.